Entry 1:
{
  "formula": "C4H7NO",
  "method": "wB97M-V/def2-TZVPD",
  "relative_energy_kj_mol": 324.80,
  "energy_ha": -286.50794,
  "orbital_gap_ha": 0.3470,
  "charge": 0,
  "elements": ["C", "C", "C", "N", "C", "O", "H", "H", "H", "H", "H", "H", "H"],
  "positions_angstrom": [[1.138282, -1.628515, -0.459017], [-0.501146, 0.517660, 0.339424], [-0.767391, 1.939705, 0.383715], [0.086569, 1.317825, -0.665410], [-0.630266, -0.720132, 0.785258], [-0.078093, -1.839638, 0.235969], [1.453642, -2.601838, -0.839500], [1.025318, -0.926676, -1.292877], [1.899191, -1.230970, 0.224447], [-1.756133, 2.302582, 0.105668], [-0.216998, 2.582740, 1.066902], [-0.419693, 1.230530, -1.545141], [-1.233276, -0.943276, 1.660566]],
  "forces_ev_per_angstrom": [[0.229, 0.003, -0.154], [-0.008, -0.216, 0.088], [-0.187, 0.180, 0.200], [0.049, -0.065, -0.198], [-0.084, 0.260, 0.099], [-0.064, -0.014, 0.021], [-0.050, 0.139, 0.069], [-0.004, -0.141, 0.100], [-0.098, -0.038, -0.109], [0.150, -0.095, 0.021], [-0.099, -0.124, -0.081], [0.081, 0.029, 0.081], [0.084, 0.083, -0.137]]
}

Entry 2:
{
  "formula": "C2H2FNO",
  "method": "wB97M-V/def2-TZVPD",
  "relative_energy_kj_mol": 568.38,
  "energy_ha": -307.03059,
  "orbital_gap_ha": [0.3183, 0.3179],
  "charge": 0,
  "elements": ["C", "C", "N", "O", "F", "H", "H"],
  "positions_angstrom": [[0.409467, 1.352323, -1.397110], [-1.145349, -0.469080, 0.161690], [-0.823104, 0.646028, 0.368354], [-0.509424, 0.865814, -1.860824], [-0.871456, -0.972864, -1.975840], [1.400394, 1.345821, -1.160545], [-1.275081, -1.305197, 0.767420]],
  "forces_ev_per_angstrom": [[-4.294, -2.054, -1.686], [1.349, 3.742, 1.771], [-0.650, -2.132, 0.509], [1.611, 3.404, -1.821], [0.159, -1.176, 0.515], [2.499, 0.162, 1.052], [-0.674, -1.944, -0.340]]
}

Entry 3:
{
  "formula": "C2HBr2FO",
  "method": "wB97M-V/def2-TZVPD",
  "relative_energy_kj_mol": 154.05,
  "energy_ha": -5399.86873,
  "orbital_gap_ha": 0.3555,
  "charge": 0,
  "elements": ["C", "C", "O", "F", "Br", "Br", "H"],
  "positions_angstrom": [[-1.172212, 0.280453, -0.093963], [0.740394, -0.226342, -0.056105], [-1.608708, 0.789769, -1.014685], [1.103210, -0.220363, -1.313670], [1.602725, 1.286358, 0.926613], [1.070166, -1.957050, 0.629301], [-1.735575, 0.047173, 0.922508]],
  "forces_ev_per_angstrom": [[2.930, -2.418, 4.333], [-3.243, 1.648, 0.618], [-0.884, 1.211, -2.532], [0.426, 0.405, -0.990], [-0.332, -0.926, -0.414], [-0.034, -0.169, 0.537], [1.137, 0.248, -1.552]]
}

Entry 4:
{
  "formula": "C5H13NO",
  "method": "wB97M-V/def2-TZVPD",
  "relative_energy_kj_mol": 98.75,
  "energy_ha": -328.28124,
  "orbital_gap_ha": 0.3694,
  "charge": 0,
  "elements": ["C", "C", "C", "C", "N", "C", "O", "H", "H", "H", "H", "H", "H", "H", "H", "H", "H", "H", "H", "H"],
  "positions_angstrom": [[1.205703, -1.451305, -0.510071], [0.260294, -0.246682, -0.542288], [0.841599, 0.807633, -1.470584], [-0.099229, 1.998101, -1.680718], [0.036992, 0.345281, 0.768401], [-1.098762, -0.023936, 1.505973], [-1.170265, -1.384279, 1.959741], [0.920722, -2.226144, 0.200865], [1.242290, -1.925863, -1.499878], [2.237151, -1.227262, -0.243964], [-0.698499, -0.612217, -0.923717], [1.108962, 0.352753, -2.427933], [1.771182, 1.084281, -1.002384], [-0.601503, 1.943847, -2.628976], [-0.895244, 1.943838, -0.926955], [0.317456, 2.997638, -1.540889], [0.900442, 0.668410, 1.171826], [-1.974450, 0.151695, 0.880210], [-1.247011, 0.624148, 2.373513], [-0.358752, -1.829539, 1.686658]],
  "forces_ev_per_angstrom": [[0.077, -0.614, -0.320], [0.256, -0.439, 0.143], [-0.345, 0.161, -0.333], [-0.470, -0.063, 0.883], [0.266, -0.032, -0.857], [-0.392, 0.250, 0.395], [0.234, -0.115, -0.043], [-0.331, -0.031, -0.020], [-0.023, 0.058, 0.166], [0.093, 0.506, -0.004], [-0.104, 0.195, 0.089], [0.004, -0.007, 0.049], [0.551, 0.449, 0.101], [-0.071, 0.083, -0.581], [0.116, 0.002, -0.056], [0.334, -0.221, -0.248], [-0.251, -0.098, 0.657], [-0.137, -0.220, -0.196], [0.370, -0.022, 0.065], [-0.178, 0.159, 0.111]]
}

Entry 5:
{
  "formula": "C5H10N3O",
  "method": "wB97M-V/def2-TZVPD",
  "relative_energy_kj_mol": 426.16,
  "energy_ha": -435.63980,
  "orbital_gap_ha": [0.2975, 0.2977],
  "charge": 1,
  "elements": ["C", "C", "C", "C", "C", "N", "N", "N", "O", "H", "H", "H", "H", "H", "H", "H", "H", "H", "H"],
  "positions_angstrom": [[1.696260, -0.684599, -0.815489], [1.191554, -1.809910, -0.036324], [-0.203056, 0.636234, -1.070586], [-2.269320, 1.259257, -0.149389], [-0.361712, 1.212996, 1.198154], [0.326188, -1.581459, 0.869469], [1.121038, 0.412607, -1.082479], [-0.865845, 1.066406, -0.128109], [1.535612, -3.114403, -0.366888], [2.657828, -0.802730, -1.294494], [-2.693384, 1.326621, -1.107147], [-2.715876, 0.475584, 0.377755], [-2.318422, 2.238864, 0.503160], [-1.098965, 0.673752, 1.868529], [0.687281, 0.830235, 1.075943], [-0.543541, 2.262826, 1.455847], [0.119450, -2.484681, 1.305781], [1.611639, 1.166860, -1.471959], [2.123269, -3.084460, -1.131772]],
  "forces_ev_per_angstrom": [[2.943, -1.931, -0.535], [-1.871, -1.206, 0.053], [-1.297, -0.204, -3.090], [-0.176, 3.370, 1.633], [0.299, -0.014, 1.141], [0.792, -0.472, -0.356], [-1.151, -0.295, 1.388], [-0.449, -0.385, 1.134], [0.300, 2.121, 0.092], [0.332, 0.024, 0.233], [-0.299, 0.383, -1.257], [-0.786, -1.199, 0.940], [-0.998, -1.717, -1.591], [1.593, 0.036, -0.535], [-1.138, 0.731, 1.664], [0.909, -0.015, 0.142], [-0.346, 0.162, 0.137], [1.212, 1.014, -1.126], [0.131, -0.403, -0.067]]
}